1.
{"formula": "C3H10OS2", "method": "wB97M-V/def2-TZVPD", "elements": ["C", "C", "O", "H", "H", "H", "H", "H", "H", "C", "S", "S", "H", "H", "H", "H"], "xyz": [[2.61643, 0.53709, -1.46612], [1.42893, 0.82833, -0.57302], [1.74882, 0.36988, 0.73268], [2.74694, -0.54319, -1.54114], [2.37370, 0.86738, -2.48929], [3.50947, 1.04434, -1.12655], [0.50683, 0.37368, -0.95023], [1.22504, 1.90251, -0.57791], [1.03339, 0.61360, 1.32918], [-2.72866, 0.04414, 0.71116], [-3.01598, -1.65640, 0.18017], [-2.42045, -2.72838, 1.83692], [-2.25627, 0.60982, -0.08913], [-2.01011, 0.02049, 1.52392], [-3.62595, 0.57749, 1.00366], [-1.13212, -2.86078, 1.49571]], "atomic_forces_ev_per_a": [[-0.962, -0.245, -0.773], [0.118, 0.372, -0.098], [-0.206, -0.001, 0.126], [0.338, 0.045, 0.205], [0.182, 0.069, 0.301], [0.185, -0.057, 0.122], [0.117, -0.337, -0.030], [0.121, 0.177, 0.171], [0.081, -0.037, -0.014], [0.442, 0.364, -0.051], [-0.045, -0.153, 0.128], [-0.164, 0.083, -0.205], [-0.033, -0.095, -0.259], [-0.098, 0.035, 0.191], [-0.194, -0.169, 0.161], [0.118, -0.050, 0.027]], "homo_lumo_gap_ev": 9.79, "smiles": "CCO.CSS", "charge": 0, "e_lumo_ev": 0.53}


2.
{"formula": "C14H26FeN6O6", "method": "wB97M-V/def2-TZVPD", "elements": ["O", "H", "Fe", "N", "N", "N", "N", "O", "O", "O", "O", "C", "C", "C", "C", "C", "H", "H", "H", "C", "H", "H", "H", "C", "C", "H", "H", "H", "H", "H", "H", "H", "H", "C", "H", "H", "H", "O", "H", "H", "N", "C", "C", "C", "C", "C", "N", "H", "H", "H", "H", "H", "H"], "xyz": [[-0.62779, -1.35738, -3.96535], [-0.74296, -1.19334, -4.86975], [-0.20850, 0.25808, -0.73804], [1.19945, -0.83211, -1.21007], [-0.94288, -1.52823, -0.33910], [0.66871, 1.86615, -0.34219], [-1.54571, 1.10369, 0.34679], [2.32814, -0.28696, -1.59587], [1.79508, 2.14947, -1.03937], [-2.66896, 0.50950, 0.82871], [-1.96083, -1.81092, 0.45635], [-0.24899, -2.58043, -0.84059], [0.97603, -2.16624, -1.39927], [-0.08328, 2.85376, 0.17300], [-1.30247, 2.36295, 0.74065], [1.86009, -3.00871, -2.21591], [1.66832, -2.86879, -3.28441], [1.67845, -4.06278, -1.99322], [2.91541, -2.80990, -2.05096], [-0.82059, -3.94702, -0.75170], [-1.78563, -3.91719, -1.29461], [-0.98473, -4.26160, 0.30456], [-0.14676, -4.65508, -1.25378], [0.37549, 4.23987, 0.21116], [-2.18345, 3.07343, 1.70129], [0.96649, 4.48945, -0.67454], [0.99457, 4.40670, 1.09960], [-0.48407, 4.91007, 0.26828], [-2.83332, 2.36253, 2.24574], [-2.80492, 3.76984, 1.12351], [-1.57553, 3.65960, 2.41050], [2.02505, 1.11657, -1.28698], [-2.48263, -0.55207, 0.70161], [-2.70938, -0.23758, -2.92699], [-2.12657, -1.11701, -3.22456], [-2.49773, 0.70974, -3.42523], [-3.36076, -0.20865, -2.03080], [-0.30659, 0.88975, -2.44184], [-0.43203, -0.40273, -3.65231], [0.55647, 1.16855, -2.61896], [-0.64118, -1.23466, 2.91280], [0.54239, -0.58054, 2.87998], [1.25367, -0.31688, 4.07509], [2.44474, 0.36710, 4.00665], [2.92266, 0.74794, 2.73991], [2.17942, 0.37721, 1.60710], [0.97132, -0.19479, 1.66016], [-1.13310, -1.48476, 2.05364], [-0.96024, -1.58306, 3.80073], [0.81495, -0.66569, 5.00888], [3.02393, 0.60406, 4.90735], [3.85312, 1.30180, 2.59303], [2.58764, 0.56728, 0.60936]], "atomic_forces_ev_per_a": [[2.273, 1.089, 1.297], [-0.339, -0.148, -2.331], [-1.855, -2.572, 1.499], [1.728, -3.143, -0.866], [1.171, -2.766, -0.544], [-0.722, 3.850, 0.959], [-1.158, 2.503, 1.607], [-0.532, 0.433, -0.063], [-0.444, -0.927, 0.515], [0.774, 0.364, -0.265], [-0.465, 0.384, -0.389], [-2.587, 2.359, 1.522], [0.999, 3.256, -0.351], [2.915, -2.375, -1.264], [-1.255, -3.464, -0.315], [0.495, -0.659, -0.074], [-0.145, 0.201, 0.102], [0.077, 0.105, -0.045], [0.033, 0.192, 0.118], [0.119, -0.282, -0.016], [0.343, -0.208, 0.459], [0.013, 0.272, -0.771], [-0.362, 0.099, 0.246], [-0.012, 0.891, -0.043], [-0.050, 0.250, 0.110], [-0.058, -0.126, 0.161], [0.002, 0.014, -0.099], [0.110, 0.063, 0.014], [0.435, 0.394, -0.421], [-0.084, -0.036, 0.297], [-0.257, -0.188, -0.262], [1.190, 0.715, -0.382], [0.048, 0.188, -0.241], [-1.213, 0.168, 0.817], [-1.185, 0.619, 0.560], [-0.229, -0.359, 0.159], [0.447, -0.022, -0.697], [-2.304, -0.335, -0.825], [-0.274, -1.643, 0.268], [2.186, 0.953, -0.881], [-0.113, -0.044, 0.364], [-0.130, 0.166, -0.381], [-0.165, -0.120, -0.107], [0.220, 0.273, -0.328], [-0.145, -0.299, -0.628], [0.568, 0.559, 0.744], [0.486, -0.263, 0.528], [0.114, -0.054, 0.242], [-0.107, -0.005, -0.221], [0.239, 0.126, -0.113], [-0.337, -0.106, -0.352], [-0.277, -0.339, 0.187], [-0.182, -0.004, 0.498]], "spin_multiplicity": 5, "homo_lumo_gap_ev": [6.88, 6.57], "s2": 6.1677, "charge": 0, "e_lumo_ev": [-0.51, -1.14]}


3.
{"formula": "C3H7ClN2Si", "method": "wB97M-V/def2-TZVPD", "elements": ["C", "C", "C", "N", "N", "Si", "Cl", "H", "H", "H", "H", "H", "H", "H"], "xyz": [[1.43351, 1.29175, 0.43980], [0.34484, 2.15766, 0.04426], [-0.31477, -2.36385, -0.78198], [1.44595, 0.01910, 0.51924], [-1.39627, 0.61637, 0.15245], [-0.35504, -0.71448, 0.36458], [-0.62449, -1.30984, 2.30742], [2.28969, 1.99090, 0.66502], [-0.22397, 2.61875, 0.78786], [0.18764, 2.58975, -0.92551], [0.71792, -2.75969, -0.83505], [-1.00272, -2.96122, -0.20802], [-0.76037, -2.17349, -1.78021], [-1.74193, 0.99828, -0.74986]], "atomic_forces_ev_per_a": [[0.683, -0.979, -0.240], [-3.356, -2.693, -0.232], [-0.045, 2.357, 0.594], [-1.398, 0.784, 0.046], [1.749, 2.438, -1.383], [2.359, -0.042, -1.119], [-0.066, -0.259, 0.116], [0.067, -1.003, -0.070], [-0.353, 1.111, 1.353], [0.455, 0.005, -0.503], [-0.750, 0.122, 0.086], [-0.018, -0.794, 0.025], [0.467, -0.097, 0.559], [0.206, -0.951, 0.768]], "homo_lumo_gap_ev": [8.41, 8.42], "charge": 0, "e_lumo_ev": [-0.96, -0.96]}


Calculated maximum force (eV/A), listed in the same order as above: 1.26, 4.03, 4.31
Calculated DFT total energy (Ha), listed in the same order as above: -991.8907, -2592.4592, -977.6694